Entry from the Open Molecules 2025 dataset: C28H39ClN5O4SZr as an isolated structure (the ωB97M-V functional and the def2-TZVPD basis).

E   -2570.56714 Ha
Multiplicity   1
Energy relative to the best compared isomer or geometry (same formula, charge and spin)   22.5 kJ/mol
Highest occupied orbital energy   -10.383 eV
LUMO   -2.55 eV
Total charge   +1

```
79
Properties=species:S:1:pos:R:3:lowdin_charge:R:1
Zr -0.91867 -0.49308 0.00107 1.5109
C 1.52079 1.71697 2.56820 -0.0245
C 1.29598 1.61406 1.08959 -0.2868
C 0.39884 2.46142 0.44439 -0.0653
C 0.17637 2.36793 -0.92189 -0.0959
C 0.86575 1.43120 -1.67444 -0.1357
C 1.77241 0.57996 -1.04683 -0.1120
C 1.97943 0.67038 0.32045 -0.0622
H 2.28743 2.46375 2.78491 0.0939
H 1.85030 0.76459 2.98152 0.0807
H 0.59975 2.00853 3.07093 0.0816
H -0.13956 3.19638 1.02654 0.1233
H -0.53047 3.03572 -1.39725 0.1153
H 0.71748 1.38339 -2.73730 0.0732
H 2.32585 -0.14379 -1.62688 0.1049
H 2.67858 -0.00123 0.80495 0.1295
Cl 1.60510 -5.21792 5.29873 0.6803
C 1.03255 -3.94098 4.27673 -0.6668
C 0.44163 -2.80503 4.85819 -0.0675
C -0.02252 -1.77396 4.08460 0.0164
C 0.07024 -1.82993 2.67693 -0.3112
O -0.36247 -0.84469 1.95584 -0.2214
C 0.67343 -2.97720 2.10430 -0.1225
C 0.85416 -3.07355 0.69845 -0.1363
O 0.47041 -2.24955 -0.14840 -0.1639
C 1.15251 -4.02482 2.92145 -0.0513
H 0.35699 -2.75638 5.93599 0.1141
H -0.48051 -0.90129 4.53014 0.1259
H 1.40075 -3.95237 0.32964 0.1429
H 1.61060 -4.89325 2.46402 0.1198
O -2.36604 -1.45575 -0.09562 -0.5742
C -3.80926 2.90463 2.91647 0.0115
N -3.76862 2.49173 1.51553 -0.0306
C -4.76243 2.77880 0.64389 -0.0237
C -4.72753 2.33751 -0.62940 0.0124
C -3.60646 1.54630 -1.02298 -0.3495
N -2.60525 1.29929 -0.17998 0.0817
C -2.68420 1.72685 1.10984 -0.5102
O -1.80483 1.41750 1.90319 0.0242
N -3.54039 1.07060 -2.26949 0.1837
H -4.70700 3.49534 3.07661 0.0948
H -2.92928 3.49730 3.15520 0.1004
H -3.82126 2.02826 3.56047 0.1049
H -5.58224 3.36916 1.02906 0.1398
H -5.52607 2.56160 -1.31855 0.1165
H -4.38095 1.08531 -2.82153 0.1205
H -2.85102 0.35572 -2.48387 -0.0165
C 1.40654 -3.70612 -6.19244 -0.1071
C 1.79459 -4.56237 -4.99103 -0.2474
C 2.39181 -3.79731 -3.81040 -0.1933
C 1.45262 -2.83325 -3.09667 -0.2044
N 1.27743 -1.59482 -3.86506 0.0274
C 0.19982 -0.81277 -3.84411 -0.7457
S -1.08170 -1.13015 -2.74799 0.7370
N 0.15680 0.17456 -4.75020 0.0086
C -0.94119 1.10668 -5.00650 -0.1962
C -1.14239 1.34264 -6.49879 -0.1922
C -1.95954 0.27086 -7.21848 -0.2497
C -1.37659 -1.13716 -7.16629 -0.1093
H 1.11681 -4.33321 -7.03524 0.0790
H 2.24618 -3.08722 -6.52452 0.0772
H 0.56256 -3.05182 -5.97365 0.0441
H 2.52670 -5.30736 -5.30890 0.1093
H 0.92136 -5.12208 -4.64487 0.1137
H 3.29265 -3.25730 -4.12938 0.1177
H 2.73304 -4.51666 -3.06362 0.1148
H 1.84813 -2.59239 -2.11040 0.0949
H 0.46850 -3.27365 -2.93629 0.0995
H 1.97760 -1.41276 -4.57027 0.1429
H 0.89965 0.20389 -5.43530 0.1483
H -0.72259 2.04971 -4.49908 0.1168
H -1.84300 0.69533 -4.55941 0.0774
H -0.16534 1.46529 -6.98184 0.1167
H -1.64789 2.30353 -6.61242 0.1153
H -2.07340 0.57790 -8.25996 0.1099
H -2.96831 0.25559 -6.79522 0.1106
H -0.33680 -1.15345 -7.50392 0.0731
H -1.93947 -1.80997 -7.81286 0.0796
H -1.41735 -1.55322 -6.15797 0.0562
```

***

Entry from the Open Molecules 2025 dataset: a 3-piece molecular cluster, C3H6N2O overall (the ωB97M-V functional and the def2-TZVPD basis).

E   -302.55407 Ha
Multiplicity   1
SMILES   [H]/N=C\C#N.[H][H].C=O
Energy relative to the best compared isomer or geometry (same formula, charge and spin)   365.0 kJ/mol
Highest occupied orbital energy   -10.530 eV
LUMO   -0.19 eV

```
12
Properties=species:S:1:pos:R:3:lowdin_charge:R:1
N -2.15139 -0.22794 -0.21509 0.1211
C -1.32057 0.39226 0.51246 -0.2566
C 1.99755 -0.03761 0.46486 -0.1550
O 1.46671 -1.12188 0.45043 -0.0619
C -0.60857 1.60302 0.12280 -0.2029
N -0.01668 2.55034 -0.18470 0.1626
H -2.26376 0.21847 -1.12767 0.0682
H -0.60557 -2.24547 -1.35111 0.0305
H -1.09328 0.01410 1.50907 0.1100
H 2.14866 0.57163 -0.44727 0.0830
H 2.35860 0.40051 1.41280 0.0871
H 0.07100 -2.10281 -1.07485 0.0139
```

***

Entry from the Open Molecules 2025 dataset: a single C5H8N2 molecule (the ωB97M-V functional and the def2-TZVPD basis).

E   -304.77478 Ha
Multiplicity   1
SMILES   C[C@H]1CN1CC#N
Energy relative to the best compared isomer or geometry (same formula, charge and spin)   159.4 kJ/mol
Highest occupied orbital energy   -9.857 eV
LUMO   0.93 eV

```
15
Properties=species:S:1:pos:R:3:lowdin_charge:R:1
C -1.72241 -0.98849 0.23937 -0.0506
C -0.69846 -0.02902 -0.30798 -0.3480
C -0.58271 1.38789 0.11826 -0.1007
N 0.34838 0.38287 0.61284 -0.0887
C 1.69274 0.41549 0.06310 -0.1952
C 2.14446 -0.95731 -0.22020 -0.2008
N 2.46010 -2.03946 -0.47650 0.1450
H -2.05510 -0.66813 1.23123 0.0801
H -1.28144 -1.98647 0.33451 0.0787
H -2.59406 -1.05533 -0.41945 0.0761
H -0.37574 -0.23068 -1.33275 0.1412
H -0.21780 2.10749 -0.61620 0.1065
H -1.26219 1.79919 0.86149 0.1084
H 1.77022 0.98942 -0.87629 0.1233
H 2.37401 0.87254 0.78857 0.1247
```

***

Entry from the Open Molecules 2025 dataset: a single C11H8OS molecule (the ωB97M-V functional and the def2-TZVPD basis).

E   -897.34654 Ha
Multiplicity   1
SMILES   O=C[C@]12S[C@H]1C=Cc1ccccc12
Energy relative to the best compared isomer or geometry (same formula, charge and spin)   0.0 kJ/mol
Highest occupied orbital energy   -8.426 eV
LUMO   0.26 eV

```
21
Properties=species:S:1:pos:R:3:lowdin_charge:R:1
C 2.79895 -0.43625 0.50083 -0.0792
C 2.03965 -1.55826 0.80027 -0.0752
C 2.17966 0.72594 0.09102 -0.0276
C 0.66352 -1.51552 0.68187 -0.0337
C 0.79071 0.78861 -0.04183 -0.1659
C 0.02693 -0.35630 0.25074 -0.1880
C 0.14814 2.00186 -0.49374 -0.0335
C -1.17857 2.10602 -0.64650 -0.0847
C -2.19497 -1.73680 -0.59156 -0.1320
C -2.05912 0.98500 -0.34291 -0.4822
C -1.42803 -0.27903 0.10977 -0.5463
O -3.29328 -1.68874 -1.02449 0.0763
S -2.38773 0.51984 1.40933 0.9147
H 3.87433 -0.47117 0.60059 0.1035
H 2.52226 -2.46313 1.13505 0.1031
H 2.76568 1.60605 -0.12788 0.1115
H 0.07608 -2.38108 0.95021 0.1082
H 0.79504 2.83151 -0.74145 0.1123
H -1.63657 3.00848 -1.02205 0.1086
H -1.53056 -2.60293 -0.57526 0.1037
H -2.97211 0.91591 -0.92204 0.1063
```

***

Entry from the Open Molecules 2025 dataset: a 2-piece molecular cluster, C30H47BrClFIN3O10P overall (the ωB97M-V functional and the def2-TZVPD basis).

E   -5861.05502 Ha
Multiplicity   1
Highest occupied orbital energy   -1.739 eV
LUMO   0.13 eV
Total charge   -1

```
95
Properties=species:S:1:pos:R:3:lowdin_charge:R:1
C -0.26132 -1.21062 5.80615 -0.1149
C -1.01092 -1.82544 4.61263 -0.2552
C -1.54086 -0.77424 3.62535 -0.1731
C -1.45560 -1.23521 2.17642 -0.1391
O -0.97711 -0.21867 1.25725 -0.0956
C 0.09319 -0.47759 0.42245 -0.3795
C -0.36666 -1.56783 -0.58264 -0.1352
C -1.82642 -1.55381 -1.05140 -0.1505
C -2.15209 -2.92413 -1.71537 -0.1789
C -2.74326 -2.76035 -3.10709 -0.2638
N -1.70210 -2.34714 -4.08558 0.0026
C 1.33396 -1.10508 1.14262 -0.5415
Br 1.73798 -0.47937 2.94658 0.9880
C 2.65078 -1.16584 0.29006 -0.7889
C 3.95016 -1.10508 1.07193 -0.2620
I 2.72719 -3.17415 -0.62661 0.9977
C 2.56475 -0.16532 -0.88882 -0.6509
Cl 4.15333 0.20786 -1.57969 0.7894
C 1.80521 1.14934 -0.60330 -0.2512
C 2.61312 2.03639 0.33778 -0.0328
N 0.35633 0.91038 -0.21923 0.0566
C -0.51379 1.22571 -1.44006 -0.0620
C -0.23478 0.61020 -2.83074 -0.1706
C 0.13959 1.67515 -3.90421 -0.1691
P 1.84771 1.64937 -4.43913 0.4650
O 2.72748 2.58580 -3.71887 -0.2626
O 2.28164 0.12688 -4.42054 -0.2236
C 3.58466 -0.13033 -5.02562 -0.2510
C 3.95328 -1.59050 -4.76424 -0.0604
O 1.80315 2.00723 -5.99944 -0.2094
C 2.07674 3.37841 -6.34750 -0.2712
C 3.54944 3.59735 -6.64646 -0.0688
C -0.21766 1.93687 0.80579 -0.3335
O -1.19556 2.53107 0.53379 0.2426
N 0.43305 2.10927 2.06475 0.1389
C 0.45801 3.44334 2.45892 -0.5512
O 0.83918 4.35447 1.82301 0.1871
F 0.05814 3.56882 3.70428 0.1877
H -0.90126 -1.13157 6.68194 0.0687
H 0.60051 -1.81928 6.08222 0.0603
H 0.11066 -0.21023 5.57028 0.0402
H -0.35006 -2.55238 4.12962 0.0813
H -1.85076 -2.38238 5.03430 0.0968
H -2.58728 -0.60654 3.88613 0.1124
H -1.00860 0.16533 3.78478 0.0693
H -0.98051 -2.21077 2.08927 0.1245
H -2.49279 -1.41473 1.89109 0.1336
H 0.25571 -1.62503 -1.47205 0.0700
H -0.23522 -2.54525 -0.12889 0.0900
H -2.04740 -0.81449 -1.81073 0.0772
H -2.54029 -1.42602 -0.24604 0.1142
H -1.26730 -3.56000 -1.78427 0.1106
H -2.85725 -3.45626 -1.07822 0.1192
H -3.09713 -3.74267 -3.41733 0.1067
H -3.57957 -2.06475 -3.10126 0.1081
H -0.81493 -2.26325 -3.60401 0.0407
H -1.56457 -3.09500 -4.75111 0.0610
H 1.07136 -2.13116 1.34474 0.0436
H 3.98961 -1.85847 1.85110 0.0648
H 4.76069 -1.35246 0.39299 0.0344
H 4.16914 -0.12281 1.47839 0.0626
H 2.09323 -0.70930 -1.69730 0.0255
H 1.89926 1.70281 -1.53821 0.1179
H 3.53699 2.32553 -0.15109 0.0804
H 2.86059 1.58501 1.29278 0.0563
H 2.11565 2.97923 0.55228 0.0763
H -1.54868 1.03167 -1.20867 0.1320
H -0.35924 2.28582 -1.59184 0.1301
H 0.51327 -0.17116 -2.89607 0.0787
H -1.14610 0.16152 -3.21062 0.0929
H -0.43458 1.47848 -4.80842 0.1037
H -0.11817 2.68609 -3.59584 0.1064
H 3.56980 0.11569 -6.08232 0.1098
H 4.31020 0.52017 -4.54549 0.0943
H 4.80852 -1.66768 -4.10320 0.0644
H 3.11509 -2.07085 -4.26403 0.0658
H 4.11049 -2.10428 -5.70759 0.0742
H 1.68725 4.09255 -5.62642 0.1138
H 1.53229 3.55387 -7.27446 0.1154
H 3.90551 2.67897 -7.11381 0.0762
H 3.69240 4.39992 -7.36307 0.0763
H 4.10689 3.74166 -5.72613 0.0711
H -0.12539 1.59072 2.74698 0.1095
C -5.98642 0.01481 5.49150 -0.0449
C -6.28457 0.93058 6.51903 -0.4215
C -5.39716 0.80882 7.79609 -0.4034
O -5.52236 1.61434 8.72669 -0.0403
C -4.44334 -0.25269 7.85250 -0.0394
C -4.16708 -1.16327 6.83518 -0.4223
C -4.98955 -0.97529 5.53210 -0.4246
O -4.72610 -1.70353 4.54883 -0.0959
O -3.31599 -2.08971 6.86433 -0.0949
O -7.16373 1.80458 6.48561 -0.0500
H -6.55775 0.05232 4.56606 0.0828
H -3.89394 -0.32045 8.78848 0.0844
```